Here is the ion C6H8NOS with charge +1 in a non-equilibrium geometry from the OMol25 dataset. Energies are from ωB97M-V/def2-TZVPD.

Last column: Mulliken charge in e.
Cartesian coordinates (Å):
N: -2.767 -0.049 -0.953  -0.544
S: -2.052 0.595 0.728  0.127
C: -0.339 0.409 0.457  -0.036
C: 0.448 1.543 0.237  -0.242
C: 1.810 1.415 0.088  -0.603
C: 2.396 0.155 0.155  -0.487
C: 1.627 -0.974 0.370  -0.686
C: 0.248 -0.867 0.519  0.947
O: -0.566 -1.930 0.659  -0.482
H: -2.788 -1.073 -0.913  0.365
H: -2.202 0.280 -1.740  0.380
H: -3.719 0.323 -1.018  0.363
H: -0.029 2.509 0.203  0.456
H: 2.423 2.285 -0.078  0.395
H: 3.463 0.054 0.031  0.405
H: 2.093 -1.947 0.421  0.305
H: -0.048 -2.727 0.834  0.338

Properties
SMILES string: [NH3+]Sc1ccccc1O
Net charge: +1
Spin multiplicity: 1
Relative energy (zero: lowest compared OMol25 entry of this formula, charge and spin): 0.000 eV
Frontier orbital gap: 0.2995 Ha
LUMO: -0.173 hartree
HOMO energy: -12.86 eV